No. 1
{"formula": "C42H51CdGeN3OP", "method": "ωB97M-V/def2-TZVPD", "elements": ["Cd", "C", "C", "C", "C", "C", "O", "C", "N", "C", "C", "C", "C", "C", "C", "P", "C", "C", "C", "C", "C", "C", "C", "C", "C", "C", "C", "C", "H", "H", "H", "H", "H", "H", "H", "H", "H", "H", "H", "H", "H", "H", "H", "H", "H", "H", "H", "H", "H", "H", "H", "H", "C", "C", "C", "C", "N", "C", "C", "C", "C", "C", "C", "N", "H", "H", "H", "H", "H", "H", "H", "H", "C", "C", "C", "C", "Ge", "C", "C", "C", "C", "H", "H", "H", "H", "H", "H", "H", "H", "H", "H", "H", "H", "H", "H", "H", "H", "H", "H", "H"], "positions_angstrom": [[-0.713, -0.541, -0.543], [-2.032, -1.112, -3.602], [-0.548, -0.827, -3.824], [-0.237, -0.627, -5.305], [0.381, -1.891, -3.241], [0.175, -3.315, -3.771], [0.059, -4.126, -2.563], [0.036, -3.325, -1.519], [0.205, -2.063, -1.772], [-0.097, -4.056, -0.227], [0.588, -5.271, -0.198], [0.476, -6.129, 0.884], [-0.373, -5.811, 1.931], [-1.069, -4.613, 1.909], [-0.918, -3.701, 0.864], [-1.845, -2.154, 1.019], [-1.230, -1.230, 2.457], [-1.631, 0.225, 2.456], [-1.779, 0.912, 3.831], [-0.863, 0.350, 4.940], [0.059, -0.815, 4.499], [-0.441, -1.710, 3.415], [-3.559, -2.562, 1.343], [-4.263, -3.278, 0.371], [-5.576, -3.643, 0.608], [-6.193, -3.287, 1.803], [-5.497, -2.568, 2.764], [-4.177, -2.203, 2.538], [-2.640, -0.300, -4.003], [-2.318, -1.239, -2.549], [-2.354, -2.020, -4.115], [-0.291, 0.111, -3.303], [-0.496, -1.518, -5.882], [0.821, -0.413, -5.469], [-0.815, 0.200, -5.718], [1.414, -1.581, -3.408], [1.010, -3.699, -4.347], [-0.746, -3.455, -4.332], [1.201, -5.557, -1.042], [1.025, -7.061, 0.889], [-0.505, -6.498, 2.757], [-1.760, -4.388, 2.714], [-2.525, 0.359, 1.843], [-2.788, 1.194, 4.117], [-1.288, 0.284, 5.936], [0.429, -1.392, 5.341], [-0.129, -2.748, 3.416], [-3.786, -3.565, -0.560], [-6.121, -4.208, -0.136], [-7.220, -3.575, 1.985], [-5.979, -2.299, 3.695], [-3.636, -1.661, 3.305], [1.159, 0.252, 4.071], [0.225, 1.386, 4.553], [-0.698, 1.965, 3.459], [-0.539, 1.357, 2.037], [0.833, 0.883, 1.704], [1.529, 0.336, 2.645], [-1.113, 2.183, 0.894], [-1.666, 3.437, 1.072], [-2.240, 4.106, -0.003], [-2.255, 3.506, -1.248], [-1.705, 2.247, -1.365], [-1.154, 1.599, -0.327], [2.071, 0.138, 4.651], [0.661, 2.094, 5.251], [-0.864, 3.033, 3.527], [2.519, -0.012, 2.369], [-1.655, 3.909, 2.041], [-2.669, 5.090, 0.139], [-2.692, 3.990, -2.111], [-1.702, 1.729, -2.317], [5.198, 3.517, 0.017], [4.493, 4.506, 0.938], [3.006, 4.691, 0.638], [2.100, 3.578, 1.208], [2.196, 1.866, 0.344], [1.747, 1.658, -1.513], [2.972, 2.041, -2.373], [2.730, 1.725, -3.848], [3.858, 2.226, -4.739], [6.220, 3.321, 0.340], [5.238, 3.891, -1.007], [4.710, 2.535, -0.016], [4.982, 5.476, 0.847], [4.617, 4.205, 1.983], [2.850, 4.788, -0.440], [2.660, 5.629, 1.075], [1.052, 3.878, 1.120], [2.308, 3.424, 2.270], [3.276, 0.864, 0.723], [0.889, 2.266, -1.790], [1.515, 0.603, -1.701], [3.862, 1.502, -2.034], [3.188, 3.106, -2.260], [1.779, 2.173, -4.158], [2.622, 0.639, -3.959], [3.951, 3.311, -4.679], [3.684, 1.968, -5.783], [4.814, 1.788, -4.447]], "forces_ev_per_a": [[-0.2, -0.1, -0.2], [-0.1, 0.0, 0.0], [0.0, 0.0, 0.0], [0.0, 0.0, 0.0], [0.1, -0.1, 0.2], [0.0, -0.1, 0.1], [0.0, 0.1, -0.1], [0.2, -0.1, 0.1], [-0.2, 0.0, -0.1], [-0.1, 0.1, -0.1], [0.0, 0.0, 0.0], [0.0, 0.0, 0.0], [0.0, 0.0, 0.0], [0.0, 0.0, 0.0], [0.0, 0.0, 0.0], [0.3, 0.0, 0.0], [-0.1, 0.1, -0.1], [0.2, -0.1, 0.0], [0.0, 0.0, 0.0], [0.0, 0.0, 0.0], [0.1, 0.1, 0.0], [0.1, 0.0, 0.0], [-0.1, 0.1, -0.1], [0.0, 0.0, 0.0], [0.0, 0.0, 0.0], [0.0, 0.0, 0.0], [0.0, 0.0, 0.0], [0.0, 0.0, 0.1], [0.0, 0.0, 0.0], [0.0, 0.0, 0.0], [0.0, 0.0, 0.0], [0.1, 0.0, 0.0], [0.0, 0.0, 0.0], [0.0, 0.0, 0.0], [0.0, 0.0, 0.0], [0.0, 0.1, 0.0], [0.0, 0.0, 0.0], [0.0, 0.0, 0.0], [0.0, 0.0, 0.0], [0.0, 0.0, 0.0], [0.0, 0.0, 0.0], [0.0, 0.0, 0.0], [0.0, 0.1, 0.0], [0.0, 0.0, 0.0], [0.0, 0.0, 0.0], [0.0, 0.0, 0.0], [0.0, 0.0, 0.0], [0.0, 0.0, 0.0], [0.0, 0.0, 0.0], [0.0, 0.0, 0.0], [0.0, 0.0, 0.0], [0.0, 0.0, 0.0], [-0.1, -0.1, -0.1], [0.0, 0.0, 0.0], [-0.1, 0.0, 0.0], [0.1, -0.2, 0.0], [-0.1, 0.2, -0.1], [-0.1, 0.0, 0.0], [0.0, -0.1, -0.1], [0.0, 0.1, 0.0], [0.0, 0.1, 0.1], [0.0, 0.0, -0.1], [0.0, -0.1, 0.1], [0.0, -0.1, 0.3], [0.0, 0.0, 0.0], [0.0, 0.0, 0.0], [0.0, 0.0, 0.0], [0.0, 0.0, 0.0], [0.0, 0.0, 0.0], [0.0, 0.0, 0.0], [0.0, 0.0, 0.0], [0.0, 0.0, 0.0], [0.0, 0.0, 0.0], [0.0, -0.1, 0.0], [0.0, 0.0, 0.0], [0.1, 0.3, 0.0], [-0.1, -0.4, 0.3], [0.1, 0.0, -0.3], [-0.1, -0.1, -0.1], [0.0, 0.0, 0.0], [0.0, 0.0, 0.0], [0.0, 0.1, 0.0], [0.0, 0.0, 0.0], [0.0, 0.0, 0.0], [0.0, 0.0, 0.0], [0.0, 0.0, 0.0], [0.0, 0.0, 0.0], [0.0, 0.0, 0.0], [0.0, 0.0, 0.0], [0.0, 0.0, 0.0], [0.2, 0.0, 0.0], [0.0, 0.0, -0.1], [0.0, 0.0, 0.0], [0.0, 0.0, 0.0], [0.0, 0.0, 0.0], [0.0, 0.0, 0.0], [0.0, 0.0, 0.0], [0.0, 0.0, 0.0], [0.0, 0.0, 0.0], [0.0, 0.0, 0.0]], "lowdin_charge": [1.363, -0.064, -0.421, -0.034, -0.279, -0.015, 0.059, -0.333, -0.001, -0.129, 0.013, -0.007, -0.017, -0.078, -0.305, 1.007, -0.362, -0.179, -0.092, -0.093, -0.123, 0.001, -0.382, -0.087, -0.043, -0.031, -0.043, -0.077, 0.094, 0.039, 0.092, 0.091, 0.099, 0.084, 0.097, 0.144, 0.149, 0.133, 0.135, 0.131, 0.130, 0.122, 0.131, 0.161, 0.161, 0.158, 0.116, 0.108, 0.122, 0.125, 0.121, 0.103, -0.112, -0.092, -0.086, -0.266, -0.002, -0.052, -0.236, 0.024, 0.021, 0.001, -0.116, -0.031, 0.161, 0.161, 0.140, 0.110, 0.121, 0.139, 0.134, 0.108, -0.099, -0.245, -0.249, -0.279, 1.062, -0.339, -0.283, -0.274, -0.085, 0.090, 0.085, 0.014, 0.121, 0.114, 0.107, 0.119, 0.059, 0.083, 0.021, 0.054, 0.027, 0.112, 0.104, 0.114, 0.095, 0.084, 0.082, 0.085], "gap_ha": 0.2917, "total_charge": 3, "de_lowest_kcal_mol": 68.4, "fmax_ev_per_a": 0.52, "e_tot_ev": -121243.5718}

***

No. 2
{"formula": "C42H52As3BN6O2S3Sc", "method": "ωB97M-V/def2-TZVPD", "elements": ["Sc", "S", "C", "C", "C", "C", "N", "C", "C", "C", "S", "C", "N", "H", "H", "C", "As", "C", "C", "C", "C", "C", "As", "C", "C", "C", "As", "C", "C", "H", "H", "H", "H", "H", "H", "H", "H", "H", "H", "H", "H", "H", "H", "H", "H", "H", "H", "H", "H", "H", "H", "H", "H", "H", "H", "H", "S", "C", "N", "N", "C", "C", "C", "C", "C", "C", "N", "N", "C", "C", "C", "C", "C", "C", "H", "H", "H", "H", "H", "H", "H", "H", "H", "H", "H", "C", "C", "C", "C", "C", "C", "C", "C", "O", "B", "O", "C", "C", "H", "H", "H", "H", "H", "H", "H", "H", "H", "H", "H", "H"], "positions_angstrom": [[2.073, -1.560, -1.013], [0.758, -2.669, 0.751], [2.393, -2.886, 1.417], [2.638, -4.097, 2.070], [3.785, -4.322, 2.745], [4.152, -5.594, 3.216], [4.308, -6.723, 3.440], [4.739, -3.279, 2.836], [4.548, -2.093, 2.195], [3.364, -1.854, 1.478], [3.226, -0.311, 0.602], [5.761, -3.384, 3.840], [6.490, -3.555, 4.725], [1.809, -4.795, 2.091], [5.207, -1.250, 2.192], [-2.382, -3.953, -0.626], [-3.574, -2.675, 0.314], [-5.447, -3.327, -0.065], [-3.569, -3.281, 2.217], [-3.742, -2.345, 3.377], [-4.928, -1.400, 2.995], [-2.424, -1.490, 3.556], [-2.000, -0.068, 2.167], [-2.623, 1.421, 3.327], [-0.009, 0.145, 2.542], [-3.950, -3.281, 4.592], [-4.925, -2.654, 6.314], [-4.149, -0.874, 6.667], [-6.676, -2.200, 5.498], [-1.487, -4.183, -0.057], [-2.192, -3.699, -1.693], [-2.906, -4.937, -0.702], [-5.396, -4.388, -0.392], [-5.882, -2.776, -0.879], [-6.129, -3.233, 0.817], [-2.613, -3.844, 2.156], [-4.412, -3.971, 2.153], [-4.834, -0.996, 1.955], [-5.119, -0.569, 3.685], [-5.914, -1.987, 3.118], [-1.499, -2.172, 3.591], [-2.485, -0.910, 4.510], [-2.196, 2.331, 2.958], [-2.290, 1.377, 4.427], [-3.697, 1.447, 3.214], [0.077, -0.327, 3.535], [0.121, 1.303, 2.549], [0.721, -0.324, 1.832], [-3.005, -3.523, 5.029], [-4.458, -4.210, 4.287], [-3.073, -1.032, 6.956], [-4.723, -0.476, 7.497], [-4.261, -0.226, 5.800], [-6.886, -3.054, 4.787], [-6.782, -1.245, 5.000], [-7.349, -2.287, 6.360], [0.147, -0.037, -2.425], [0.995, -0.299, -4.086], [0.614, 0.286, -5.201], [-0.521, 0.904, -5.256], [-0.893, 1.459, -6.425], [-1.970, 2.348, -6.473], [-2.183, 3.037, -7.701], [-1.554, 2.688, -8.838], [-0.534, 1.735, -8.768], [-0.147, 1.166, -7.592], [2.006, -1.202, -4.258], [2.369, -1.919, -3.212], [3.323, -2.891, -3.480], [3.606, -3.960, -2.553], [4.694, -4.810, -2.732], [5.385, -4.790, -3.957], [4.937, -3.966, -4.964], [3.994, -2.970, -4.743], [-1.280, 0.876, -4.520], [-2.430, 2.706, -5.545], [-2.944, 3.857, -7.774], [-1.884, 3.072, -9.826], [-0.171, 1.353, -9.726], [0.666, 0.433, -7.487], [2.946, -4.002, -1.655], [5.013, -5.565, -2.028], [6.178, -5.514, -4.143], [5.346, -3.961, -5.984], [3.819, -2.209, -5.492], [2.981, 6.776, 1.979], [2.188, 6.922, 0.656], [2.900, 8.044, -0.200], [0.815, 7.440, 1.155], [2.168, 5.608, -0.190], [3.324, 5.221, -0.875], [3.402, 4.086, -1.720], [2.303, 3.266, -1.729], [2.228, 1.994, -2.366], [0.997, 1.452, -1.827], [0.252, 2.475, -1.262], [1.122, 3.634, -1.091], [0.955, 4.782, -0.327], [3.053, 7.773, 2.441], [4.016, 6.492, 1.710], [2.533, 6.022, 2.652], [2.238, 8.942, -0.232], [2.989, 7.704, -1.208], [3.797, 8.404, 0.288], [0.919, 8.446, 1.576], [0.422, 6.788, 1.934], [0.068, 7.518, 0.361], [4.295, 5.752, -0.705], [4.356, 3.901, -2.225], [-0.034, 4.995, 0.098]], "forces_ev_per_a": [[-0.6, -1.0, -2.9], [0.3, -0.3, -0.5], [-0.6, 1.0, 0.4], [-1.3, 0.0, -0.4], [1.5, 1.0, 0.0], [-0.4, -2.7, 0.5], [0.1, 1.4, 0.0], [0.3, 0.1, 0.8], [-1.0, 0.6, -0.8], [-0.3, -0.5, -0.8], [0.6, 0.6, 0.7], [0.9, -0.6, 0.8], [-0.6, 0.3, -1.0], [0.3, -0.3, -0.2], [0.7, 0.0, 0.5], [-1.4, -1.7, -0.4], [-0.6, 1.5, -0.5], [0.4, -1.1, 0.3], [0.8, -1.5, -2.2], [0.8, 1.4, -0.5], [-1.6, -1.0, 0.6], [0.6, -0.5, 0.4], [0.5, -0.1, 0.3], [1.0, -0.5, 1.3], [-0.5, 1.2, 0.1], [-1.2, 1.2, 1.0], [0.3, -0.4, -1.3], [0.6, -0.6, -0.2], [-0.1, -1.3, 0.3], [0.3, 0.4, -0.1], [0.1, 0.4, 1.0], [0.2, 0.5, 0.1], [-0.2, 0.5, 0.4], [-0.1, 0.4, -0.4], [0.8, 0.0, -0.6], [-0.5, 0.0, 1.0], [0.2, -0.3, 0.4], [0.0, -0.4, 0.9], [0.6, 0.0, -0.1], [1.5, 0.7, -0.8], [-1.4, 0.8, 0.1], [0.2, -0.6, -0.6], [0.1, 0.7, -0.5], [-0.6, -0.3, -1.5], [-0.3, 0.1, 0.3], [0.5, 0.6, -0.2], [0.1, -2.1, 0.3], [-1.1, 0.5, 0.6], [0.8, -0.5, -0.1], [0.1, 0.4, 0.3], [-1.1, 0.4, -0.3], [0.1, 0.2, 0.2], [0.2, 0.1, 0.1], [0.0, 1.0, 0.8], [0.1, 0.1, 0.0], [-0.2, 0.2, -0.5], [0.6, -0.9, 0.5], [2.4, -1.5, -2.8], [2.4, -1.8, 2.3], [-4.3, 1.9, 1.4], [-0.1, 0.5, -0.5], [0.4, 1.5, -1.1], [-2.2, 0.7, 2.2], [0.6, -0.3, -2.0], [-0.3, -0.4, -1.3], [0.2, -0.5, 0.5], [-2.3, 1.9, -0.3], [1.0, -1.1, 4.2], [0.2, -0.8, -0.7], [-0.3, 1.3, 0.3], [-0.1, 0.3, -0.9], [-0.2, -0.9, 0.4], [0.0, 1.3, -0.8], [-0.2, 0.0, 1.0], [1.5, -0.1, -0.8], [0.0, -0.3, -0.4], [0.6, -0.9, 0.4], [0.4, -0.1, 0.8], [0.4, 0.2, 0.4], [-0.5, 0.5, -0.3], [0.5, -0.3, -0.4], [-0.3, 0.1, 0.4], [-0.2, 0.2, 0.1], [0.2, -0.3, 0.6], [-0.3, -0.2, 0.1], [0.8, -0.4, -0.8], [0.1, 0.5, 0.2], [-1.9, 0.6, 1.0], [-0.1, -0.3, -0.7], [-1.8, -0.4, 0.2], [0.6, -0.2, 0.1], [0.4, 0.7, 0.9], [0.4, -0.8, -1.3], [-1.2, 0.5, 2.3], [0.5, 2.6, -2.4], [0.6, 1.4, 1.3], [-0.4, -2.3, -0.1], [1.5, 0.3, -0.4], [-0.2, -0.4, 0.1], [-0.3, -0.1, 0.4], [0.3, 0.4, -0.2], [0.3, -0.6, 0.0], [0.6, 0.0, -0.6], [0.5, -0.3, -0.3], [0.2, -0.2, 0.0], [-0.1, -0.1, 0.0], [0.0, -0.1, -0.1], [-1.2, -0.2, -0.3], [-0.6, -0.3, 0.1], [0.7, 0.1, 0.0]], "lowdin_charge": [0.575, 0.593, -0.668, -0.060, -0.200, -0.176, 0.175, -0.182, -0.054, -0.643, 0.627, -0.170, 0.165, 0.121, 0.109, -0.352, 1.077, -0.334, -0.407, -0.661, -0.110, -0.351, 1.090, -0.363, -0.345, -0.334, 1.111, -0.367, -0.378, -0.045, 0.030, 0.019, 0.017, -0.011, 0.019, 0.077, 0.054, 0.043, 0.050, 0.079, 0.087, 0.039, -0.014, 0.052, -0.008, 0.008, 0.045, -0.081, 0.037, 0.063, 0.034, 0.001, -0.008, 0.032, 0.003, -0.005, 0.987, -0.555, -0.019, -0.080, -0.281, -0.041, -0.146, -0.171, -0.124, -0.038, -0.055, -0.226, -0.292, -0.076, -0.112, -0.143, -0.128, -0.040, 0.151, 0.099, 0.105, 0.099, 0.098, 0.105, 0.078, 0.092, 0.087, 0.101, 0.090, -0.070, -0.516, -0.043, -0.084, -0.139, -0.052, 0.027, -0.183, 0.117, -0.886, 0.104, -0.120, 0.086, 0.084, 0.081, 0.091, 0.083, 0.061, 0.071, 0.080, 0.076, 0.081, 0.129, 0.129, 0.123], "gap_ha": [0.1481, 0.1482], "total_charge": -1, "de_lowest_kcal_mol": 27.5, "fmax_ev_per_a": 4.86, "e_tot_ev": -293831.2227}

***

What is the formula in the second record?
C42H52As3BN6O2S3Sc

***

Number 1 is which compound?
C42H51CdGeN3OP

***

Which formula does entry 2 have?
C42H52As3BN6O2S3Sc